1.
Entry from the Open Molecules 2025 dataset: C24H39Cl6GaNO5 as an isolated structure in a non-equilibrium geometry (ωB97M-V/def2-TZVPD).

Electronic energy   -6054.85275 hartree
Multiplicity   1
Kohn-Sham gap   6.26 eV
Maximum force   1.0 eV/A
Lowest unoccupied orbital energy   1.707 eV
Charge   -1

Positions of all 76 atoms, in Å:
C -1.530 -4.701 4.918
C -1.837 -3.709 3.817
O -1.977 -2.409 4.373
C -2.975 -1.631 3.696
Ga -2.676 -1.264 1.712
C -3.949 0.243 1.180
C -5.360 -0.356 1.052
C -6.495 0.659 1.161
O -6.899 1.184 -0.114
C -3.276 -2.899 0.578
C -2.202 -3.802 0.179
O -2.041 -4.902 0.692
C -1.241 -3.367 -0.891
C -1.538 -2.342 -1.793
C -0.588 -1.965 -2.740
C 0.657 -2.588 -2.802
C 0.946 -3.629 -1.920
C -0.001 -4.011 -0.976
N -0.827 -0.701 1.262
C -0.618 0.677 1.461
C 0.525 1.255 0.667
O -1.264 1.383 2.195
C 0.150 -1.443 1.943
C 0.651 -0.957 3.287
O 0.601 -2.476 1.500
H -1.788 -5.701 4.569
H -2.106 -4.502 5.818
H -0.473 -4.714 5.167
H -2.736 -3.976 3.266
H -0.989 -3.695 3.126
H -3.939 -2.149 3.804
H -3.078 -0.678 4.211
H -3.641 0.744 0.265
H -3.972 0.933 2.020
H -5.449 -0.872 0.097
H -5.506 -1.079 1.858
H -6.210 1.497 1.787
H -7.376 0.195 1.620
H -7.258 0.439 -0.599
H -4.076 -3.426 1.086
H -3.699 -2.446 -0.318
H -2.487 -1.836 -1.762
H -0.806 -1.164 -3.433
H 1.414 -2.284 -3.508
H 1.896 -4.140 -1.922
H 0.182 -4.799 -0.264
H 1.394 1.286 1.326
H 0.311 2.269 0.352
H 0.798 0.616 -0.165
H 1.595 -0.430 3.168
H 0.851 -1.851 3.866
H -0.082 -0.360 3.815
Cl 1.391 4.546 -0.582
C 2.151 5.339 0.820
C 3.618 5.012 0.931
Cl 3.910 3.308 1.358
H 1.603 5.038 1.710
H 2.031 6.412 0.681
H 4.068 5.618 1.717
H 4.131 5.214 -0.006
Cl 1.987 -0.831 -6.205
C 3.712 -0.393 -6.127
C 4.420 -1.062 -4.977
Cl 3.875 -0.446 -3.400
H 3.778 0.689 -6.053
H 4.163 -0.708 -7.067
H 5.489 -0.867 -5.045
H 4.262 -2.138 -4.988
Cl 5.321 7.025 -1.364
C 6.059 7.037 -2.986
C 5.560 5.898 -3.837
Cl 6.126 4.319 -3.238
H 7.138 6.998 -2.861
H 5.795 7.986 -3.450
H 5.936 6.010 -4.852
H 4.473 5.873 -3.867

Here are the Löwdin charges for atoms 1 to 4, given in e: number 1, C, carries -0.072; number 2, C, carries -0.298; number 3, O, carries -0.245; number 4, C, carries -0.223

---

2.
Entry from the Open Molecules 2025 dataset: C34H36AsF4N5OSV as an isolated structure (ωB97M-V/def2-TZVPD).

Electronic energy   -5643.55918 hartree
Multiplicity   3
Kohn-Sham gap (spin up / spin down)   7.55 / 7.97 eV
Maximum force   0.5 eV/A
Lowest unoccupied orbital energy (spin up / spin down)   -2.399 / -2.252 eV
Charge   +1
Expectation value of S²   2.03

Positions of all 83 atoms, in Å:
V 0.172 0.337 1.163
C 3.304 -1.690 0.767
C 1.985 -2.220 1.300
N 1.270 -1.280 2.198
C 2.175 -0.708 3.238
C 2.813 -1.712 4.187
C 0.143 -1.996 2.837
C -0.775 -1.013 3.559
N -0.790 0.228 2.799
C -1.704 1.192 3.253
C -1.278 2.342 3.908
F 0.017 2.513 4.169
C -2.184 3.313 4.305
F -1.730 4.401 4.928
C -3.538 3.169 4.077
C -3.973 2.026 3.437
F -5.273 1.847 3.174
C -3.073 1.057 3.041
F -3.531 -0.036 2.387
H 3.629 -2.315 -0.064
H 4.085 -1.708 1.527
H 3.205 -0.666 0.407
H 2.148 -3.170 1.822
H 1.307 -2.425 0.465
H 1.591 0.026 3.795
H 2.946 -0.151 2.711
H 2.089 -2.206 4.835
H 3.506 -1.175 4.834
H 3.386 -2.477 3.661
H 0.510 -2.766 3.520
H -0.410 -2.502 2.045
H -0.429 -0.839 4.586
H -1.775 -1.454 3.634
H -4.237 3.931 4.390
S 1.908 1.878 1.270
C 1.996 2.785 -0.254
C 2.527 4.075 -0.232
C 2.709 4.780 -1.408
C 2.370 4.219 -2.635
C 1.834 2.943 -2.671
C 1.647 2.231 -1.489
As 0.855 0.488 -1.420
C 2.087 -0.701 -2.315
C 1.775 -2.059 -2.358
C 2.649 -2.962 -2.942
C 3.853 -2.512 -3.468
C 4.175 -1.165 -3.413
C 3.293 -0.256 -2.840
C -0.613 0.647 -2.696
C -1.039 -0.433 -3.463
C -2.124 -0.302 -4.322
C -2.790 0.911 -4.422
C -2.369 1.995 -3.659
C -1.291 1.862 -2.796
H 2.799 4.515 0.719
H 3.122 5.780 -1.368
H 2.517 4.775 -3.551
H 1.551 2.500 -3.619
H 0.845 -2.417 -1.923
H 2.401 -4.015 -2.980
H 4.543 -3.215 -3.917
H 5.116 -0.817 -3.818
H 3.552 0.794 -2.796
H -0.499 -1.373 -3.431
H -2.430 -1.140 -4.936
H -3.624 1.018 -5.103
H -2.877 2.946 -3.740
H -0.973 2.710 -2.201
C -4.337 -2.288 -1.511
N -3.360 -1.483 -0.807
C -3.412 -0.032 -0.689
C -2.097 0.223 -0.009
O -1.593 1.301 0.316
N -1.425 -0.940 0.197
C -2.193 -1.909 -0.325
N -1.808 -3.184 -0.373
H -5.240 -1.698 -1.640
H -4.601 -3.172 -0.929
H -3.973 -2.585 -2.497
H -4.252 0.305 -0.080
H -3.435 0.454 -1.667
H -0.939 -3.452 0.053
H -2.408 -3.901 -0.740

Here are the Löwdin charges for atoms 1 to 4, given in e: number 1, V, carries 0.585; number 2, C, carries -0.068; number 3, C, carries -0.233; number 4, N, carries -0.247

---

3.
Entry from the Open Molecules 2025 dataset: C54H134Hg2N12O16 as an isolated structure in a non-equilibrium geometry (ωB97M-V/def2-TZVPD).

Electronic energy   -4304.92522 hartree
Multiplicity   1
Kohn-Sham gap   5.30 eV
Maximum force   2.4 eV/A
Lowest unoccupied orbital energy   -6.697 eV
Charge   +2

Positions of all 218 atoms, in Å:
Hg 20.206 -5.066 -22.887
Hg 21.899 2.317 -23.464
C 19.686 -0.275 -20.493
C 20.060 0.556 -21.546
C 19.826 0.071 -22.995
O 20.103 0.885 -23.908
C 19.425 -1.247 -23.260
C 19.017 -2.055 -22.191
C 19.059 -1.499 -20.791
O 18.688 -2.231 -19.859
O 18.563 -3.224 -22.418
O 20.708 1.613 -21.418
H 19.690 0.099 -19.484
H 19.357 -1.544 -24.294
C 15.785 3.406 -22.163
C 16.712 2.202 -22.229
C 16.001 0.876 -22.217
O 15.344 0.562 -21.022
C 16.099 0.718 -19.845
N 17.486 2.333 -23.485
H 14.956 3.273 -22.869
H 16.318 4.347 -22.285
H 15.239 3.496 -21.217
H 17.407 2.300 -21.389
H 16.719 0.067 -22.455
H 15.245 0.802 -23.004
H 15.517 0.341 -19.010
H 16.291 1.779 -19.625
H 17.072 0.206 -19.863
H 16.874 2.600 -24.249
H 17.911 1.426 -23.655
C 24.723 3.816 -19.948
C 24.196 2.634 -20.749
C 23.723 1.484 -19.908
O 23.055 1.900 -18.771
C 22.577 0.820 -18.010
N 23.058 3.136 -21.627
H 24.985 4.679 -20.555
H 25.581 3.468 -19.370
H 23.940 4.109 -19.248
H 24.897 2.258 -21.498
H 24.614 0.890 -19.648
H 23.111 0.768 -20.478
H 21.711 0.331 -18.463
H 22.282 1.139 -17.011
H 23.372 0.076 -17.855
H 23.068 4.158 -21.689
H 22.209 2.995 -21.061
C 18.746 0.397 -15.409
C 18.823 -0.985 -16.043
C 17.579 -1.363 -16.837
O 16.405 -1.319 -16.104
C 15.260 -1.253 -16.925
N 20.035 -1.155 -16.842
H 19.671 0.701 -14.928
H 17.945 0.347 -14.669
H 18.403 1.132 -16.144
H 18.863 -1.703 -15.211
H 17.797 -2.369 -17.230
H 17.552 -0.682 -17.706
H 14.976 -0.218 -17.151
H 14.395 -1.628 -16.375
H 15.426 -1.867 -17.811
H 19.865 -1.804 -17.618
H 20.331 -0.340 -17.367
C 16.724 -6.963 -23.589
C 17.930 -7.013 -24.524
C 17.535 -7.301 -25.947
O 18.626 -7.173 -26.817
C 18.284 -7.623 -28.100
N 18.649 -5.710 -24.453
H 16.070 -7.832 -23.699
H 16.124 -6.059 -23.692
H 17.059 -7.108 -22.560
H 18.525 -7.812 -24.078
H 16.689 -6.671 -26.264
H 17.110 -8.316 -25.982
H 18.078 -8.694 -28.160
H 19.096 -7.353 -28.770
H 17.393 -7.120 -28.501
H 19.341 -5.657 -25.208
H 17.896 -5.025 -24.722
C 15.045 -3.921 -26.674
C 15.520 -3.132 -25.462
C 14.682 -3.386 -24.236
O 13.347 -3.086 -24.549
C 12.564 -2.955 -23.390
N 16.966 -3.399 -25.203
H 15.113 -4.999 -26.492
H 15.652 -3.712 -27.557
H 14.000 -3.686 -26.868
H 15.505 -2.082 -25.788
H 15.068 -2.791 -23.399
H 14.659 -4.453 -23.973
H 12.937 -2.184 -22.718
H 12.555 -3.921 -22.869
H 11.524 -2.706 -23.587
H 17.248 -2.955 -24.324
H 17.509 -2.848 -25.869
C 18.071 4.285 -28.619
C 17.635 3.650 -27.333
C 16.501 2.660 -27.563
O 16.125 2.090 -26.317
C 14.777 1.643 -26.308
N 18.801 2.955 -26.708
H 18.795 5.088 -28.493
H 17.248 4.678 -29.222
H 18.518 3.567 -29.319
H 17.297 4.363 -26.578
H 16.831 1.824 -28.191
H 15.649 3.206 -27.978
H 14.465 1.323 -27.311
H 14.067 2.421 -26.014
H 14.702 0.764 -25.672
H 19.030 2.205 -27.375
H 18.471 2.399 -25.913
C 15.184 -4.719 -18.399
C 15.418 -4.827 -19.895
C 14.213 -5.269 -20.668
O 14.070 -6.658 -20.545
C 13.058 -7.220 -21.328
N 15.835 -3.483 -20.363
H 14.951 -5.707 -17.988
H 14.271 -4.166 -18.173
H 16.050 -4.283 -17.905
H 16.283 -5.444 -20.109
H 14.388 -4.989 -21.724
H 13.266 -4.783 -20.398
H 12.983 -8.279 -21.088
H 13.286 -7.168 -22.401
H 12.102 -6.743 -21.092
H 16.129 -3.483 -21.347
H 16.745 -3.218 -19.969
C 17.608 3.833 -14.375
C 17.351 4.698 -15.613
C 17.566 4.028 -16.956
O 18.878 3.494 -17.034
C 19.102 2.904 -18.282
N 15.987 5.330 -15.596
H 16.887 3.014 -14.308
H 17.611 4.468 -13.490
H 18.616 3.411 -14.421
H 18.063 5.528 -15.508
H 17.387 4.810 -17.702
H 16.844 3.196 -17.039
H 18.846 3.587 -19.100
H 18.583 1.958 -18.498
H 20.182 2.743 -18.334
H 16.031 5.988 -14.817
H 15.384 4.599 -15.203
C 19.541 4.649 -21.316
C 19.797 5.183 -22.721
C 20.893 6.214 -22.788
O 22.154 5.815 -22.305
C 23.157 6.745 -22.658
N 20.045 4.017 -23.624
H 18.815 3.841 -21.354
H 19.226 5.448 -20.646
H 20.456 4.208 -20.918
H 18.883 5.688 -23.062
H 20.591 7.065 -22.162
H 21.024 6.608 -23.805
H 24.107 6.326 -22.339
H 22.921 7.770 -22.366
H 23.246 6.801 -23.761
H 19.774 4.327 -24.565
H 19.253 3.361 -23.481
C 21.911 4.689 -26.525
C 22.570 3.322 -26.589
C 23.994 3.304 -26.060
O 24.037 3.519 -24.685
C 25.341 3.830 -24.243
N 21.709 2.312 -25.857
H 20.962 4.748 -27.053
H 22.569 5.494 -26.860
H 21.692 4.950 -25.487
H 22.631 3.068 -27.655
H 24.554 4.094 -26.567
H 24.410 2.336 -26.378
H 25.822 4.591 -24.863
H 25.997 2.954 -24.209
H 25.284 4.228 -23.231
H 20.787 2.326 -26.323
H 22.130 1.437 -26.193
C 19.550 -5.128 -18.463
C 19.975 -5.755 -19.788
C 18.838 -6.396 -20.551
O 19.362 -7.018 -21.712
C 19.493 -8.434 -21.669
N 20.526 -4.660 -20.641
H 20.362 -4.535 -18.041
H 19.312 -5.891 -17.718
H 18.662 -4.504 -18.588
H 20.739 -6.521 -19.635
H 18.100 -5.626 -20.795
H 18.271 -7.124 -19.966
H 19.968 -8.769 -22.588
H 18.493 -8.876 -21.613
H 20.070 -8.824 -20.827
H 21.509 -4.481 -20.431
H 20.116 -3.739 -20.408
C 23.729 -4.436 -17.173
C 23.793 -4.860 -18.627
C 23.562 -3.713 -19.595
O 22.448 -2.953 -19.162
C 22.229 -1.783 -19.910
N 25.086 -5.529 -18.884
H 22.748 -4.015 -16.953
H 24.441 -3.635 -16.947
H 23.916 -5.272 -16.506
H 23.053 -5.667 -18.754
H 23.587 -3.927 -20.684
H 24.467 -3.072 -19.585
H 21.682 -1.071 -19.292
H 21.557 -1.989 -20.756
H 23.137 -1.253 -20.214
H 25.793 -4.791 -18.800
H 25.203 -5.822 -19.854

Here are the Löwdin charges for atoms 1 to 4, given in e: number 1, Hg, carries 1.307; number 2, Hg, carries 1.237; number 3, C, carries -0.022; number 4, C, carries -0.339